(1)
# C3H22N2O8

8 unconnected molecules or ions with the total composition C3H22N2O8 in a non-equilibrium geometry (ωB97M-V/def2-TZVPD, the Open Molecules 2025 dataset).

Geometry (Å):
C: 1.091726 -1.353526 2.326003
N: 0.562724 -0.212335 1.468074
C: -0.625151 0.427193 1.803900
N: -1.463208 -0.384427 2.663908
O: -0.946272 1.538171 1.435102
C: 2.556786 -1.622855 1.939074
H: 0.528564 -2.215350 2.204657
H: 1.207834 -1.058871 3.380522
H: 1.191429 0.299280 0.885727
H: -2.356482 0.019538 2.867702
H: -1.571020 -1.362706 2.497077
H: 2.769234 -2.571067 2.422677
H: 3.105865 -0.967930 2.554095
H: 2.903940 -1.574550 0.835645
H: 2.641466 0.437674 -1.442154
H: 2.343073 1.461147 -0.482003
O: 2.801868 0.662892 -0.530776
H: 1.005200 -1.467972 -1.821579
H: 0.047156 -1.914241 -0.722233
O: 0.192767 -1.798991 -1.621396
H: -3.256906 2.620167 1.900511
H: -2.124984 2.729150 0.981145
O: -3.096599 2.880520 0.932719
H: 0.405948 1.838383 -4.008443
H: -0.416480 0.590503 -3.267485
O: 0.253008 0.886494 -3.989529
H: -2.162626 0.750965 -1.731361
H: -0.896466 -0.361808 -1.769006
O: -1.237418 0.541039 -1.808929
H: 2.517099 -1.013328 -3.554207
H: 1.494827 0.144695 -3.124278
O: 2.262983 -0.434883 -2.827588
H: -3.446782 1.483034 0.184026
H: -4.517973 0.500359 -0.593266
O: -3.765137 0.503626 0.011664

Atoms 1-6, force components in eV/Å:
2.8 2.4 -1.8
-0.1 -1.4 2.8
-4.5 -1.7 1.7
1.9 2.0 -1.5
2.0 -0.9 0.3
-0.2 -0.7 -1.1

Properties
* F_max: 5.09 eV Å⁻¹
* multiplicity: 2
* ⟨S²⟩: 0.764
* charge: +1
* HOMO-LUMO gap (spin up / spin down): 10.6123 / 4.5654 eV
* energy: -22819.221 eV



(2)
# C32H30Br2NO2PSiV

A molecular structure, C32H30Br2NO2PSiV (ωB97M-V/def2-TZVPD, the Open Molecules 2025 dataset).

Geometry (Å):
V: -0.436003 -0.074886 -0.042496
Br: 0.098348 -0.008261 2.652586
C: 2.002501 -0.232827 2.350477
Br: 2.361698 -0.184756 0.451556
H: 2.298677 -1.199117 2.738827
H: 2.512038 0.604680 2.810108
O: 1.045704 0.074736 -3.528946
C: 0.507526 0.844961 -2.844695
O: -0.231682 0.248932 -1.630727
C: 0.288478 2.285854 -2.840317
C: 0.473845 2.901590 -4.076098
C: 0.267113 4.266704 -4.212150
C: -0.119537 5.010899 -3.113526
C: -0.294594 4.401435 -1.871734
C: -0.095916 3.035532 -1.709643
P: -0.182983 2.493244 0.034789
C: -1.599959 3.363096 0.702074
C: -2.811748 3.245266 0.010018
C: -3.889814 4.028262 0.367964
C: -3.779460 4.925968 1.428655
C: -2.581406 5.053969 2.110016
C: -1.482782 4.286379 1.743657
C: 1.357438 3.017977 0.794355
C: 2.439341 3.339724 -0.032520
C: 3.639590 3.756876 0.521771
C: 3.770311 3.864136 1.898928
C: 2.698615 3.550825 2.728911
C: 1.499002 3.123020 2.184969
H: 0.765343 2.300360 -4.927558
H: 0.404142 4.739991 -5.174869
H: -0.285506 6.075735 -3.209866
H: -0.579912 5.014905 -1.026854
H: -2.903530 2.575262 -0.835967
H: -4.813855 3.961436 -0.190143
H: -4.626415 5.539671 1.705802
H: -2.487122 5.768787 2.916082
H: -0.545613 4.451076 2.249130
H: 2.357705 3.276365 -1.109392
H: 4.468566 4.009572 -0.125296
H: 4.703264 4.204660 2.328328
H: 2.795051 3.656517 3.801674
H: 0.674718 2.896666 2.846961
N: -0.222965 -1.991259 0.300782
C: -0.094204 -3.139670 0.201608
C: 0.056818 -4.531806 0.094304
C: -0.508695 -5.191550 -1.010474
C: -0.355185 -6.558202 -1.108963
C: 0.347024 -7.247719 -0.123495
C: 0.904052 -6.590329 0.971390
C: 0.764847 -5.224387 1.091500
H: -1.046915 -4.636376 -1.766647
H: -0.777180 -7.090917 -1.949329
H: 0.462729 -8.320339 -0.210203
H: 1.442865 -7.148523 1.723831
H: 1.186027 -4.696119 1.935981
C: -5.634449 -2.176373 0.425314
Si: -5.423896 -0.355853 0.200851
C: -5.981032 0.662689 1.642208
C: -5.974613 0.271220 -1.445688
C: -3.493034 -0.136665 0.187086
C: -2.259400 0.005643 0.183663
H: -6.708564 -2.384194 0.434692
H: -5.228821 -2.502821 1.384882
H: -5.193864 -2.776427 -0.370113
H: -6.898945 0.209067 2.027417
H: -6.219116 1.686011 1.352781
H: -5.270157 0.698376 2.468114
H: -7.067817 0.253149 -1.468436
H: -5.616959 -0.334004 -2.278312
H: -5.663132 1.306199 -1.601544

Atoms 1-6, force components in eV/Å:
-0.6 0.5 0.0
-0.1 0.1 0.0
0.0 0.0 0.0
0.0 0.0 -0.1
0.0 0.0 0.0
0.0 0.0 0.0

Properties
* F_max: 0.81 eV Å⁻¹
* multiplicity: 1
* charge: +3
* HOMO-LUMO gap (spin up / spin down): 5.5656 / 5.6400 eV
* energy: -222167.056 eV



(3)
# C4H5N3

C4H5N3 in the gas phase in a non-equilibrium geometry (ωB97M-V/def2-TZVPD, the Open Molecules 2025 dataset).

Geometry (Å):
N: 0.765546 1.844565 -0.140518
C: 0.259698 0.610714 0.177947
C: 0.929372 -0.564276 0.450971
N: 0.474523 -1.546777 -0.339815
C: -0.797637 -1.602995 -0.643854
N: -1.673902 -0.855855 0.052598
C: -1.082368 0.234513 0.513861
H: 1.771991 1.830947 -0.261559
H: 0.327210 2.273473 -0.951499
H: 1.680724 -0.725892 1.221457
H: -1.122072 -2.315717 -1.393947
H: -1.533085 0.817301 1.314359

Atoms 1-6, force components in eV/Å:
0.0 0.0 0.4
0.0 0.1 0.7
0.8 0.0 -0.7
-0.2 -1.2 0.6
0.1 -0.3 0.1
0.2 0.3 -0.1

Properties
* F_max: 1.33 eV Å⁻¹
* multiplicity: 1
* HOMO-LUMO gap: 8.7840 eV
* structure (SMILES): Nc1cncnc1
* energy: -8696.982 eV



(4)
# C21H43N3OPS

3 unconnected molecules or ions with the total composition C21H43N3OPS (ωB97M-V/def2-TZVPD, the Open Molecules 2025 dataset).

Geometry (Å):
O: 1.339324 2.167514 0.936917
P: 2.772537 2.346889 0.664297
C: 3.515436 0.974348 -0.322220
N: 4.775410 1.384320 -1.010582
C: 5.939293 1.142176 -0.155173
C: 7.197208 1.841119 -0.610792
C: 8.394773 1.646162 0.068779
C: 9.511878 2.327747 -0.364445
C: 9.397148 3.180563 -1.458058
N: 8.269220 3.368267 -2.123303
C: 7.200564 2.703690 -1.701095
C: 6.172288 -0.356384 -0.141968
N: 4.868372 -1.111215 -0.090108
C: 3.679736 -0.347407 0.444324
S: 3.677191 -0.384806 2.244187
H: 3.596227 2.550985 1.783983
H: 3.071124 3.453687 -0.155824
H: 2.773901 0.804020 -1.100836
H: 4.701442 2.385920 -1.151177
H: 5.729993 1.483622 0.867890
H: 8.467805 0.994109 0.927422
H: 10.463251 2.213663 0.128807
H: 10.261758 3.728539 -1.799651
H: 6.300727 2.845393 -2.279676
H: 6.682610 -0.680041 -1.043131
H: 6.771265 -0.653756 0.711248
H: 4.963528 -1.938141 0.499502
H: 4.630988 -1.436182 -1.028334
H: 2.813241 -0.958811 0.208683
H: 4.752240 0.381556 2.470905
C: -5.440725 1.479681 0.285072
C: -4.618489 1.713246 -0.979268
C: -3.329307 0.895085 -1.023656
C: -2.337660 1.193625 0.101842
C: -1.879426 2.647084 0.194160
C: -1.145021 3.127408 -1.052162
H: -4.893549 1.769492 1.183291
H: -6.363099 2.060474 0.262935
H: -5.712530 0.426126 0.381422
H: -4.391975 2.778290 -1.077273
H: -5.224363 1.451439 -1.850071
H: -2.844840 1.047837 -1.992516
H: -3.586968 -0.168205 -0.982492
H: -1.455448 0.557273 -0.034003
H: -2.773380 0.896898 1.059773
H: -1.215122 2.744064 1.053664
H: -2.733593 3.300959 0.389819
H: -0.268509 2.504391 -1.241776
H: -0.806390 4.158109 -0.933764
H: -1.785124 3.093313 -1.935346
C: -7.509190 -4.900961 1.258791
C: -6.892865 -3.508743 1.361942
C: -6.272690 -3.018100 0.054632
C: -5.117260 -3.871867 -0.470350
C: -3.948950 -4.036532 0.500517
C: -3.282788 -2.714486 0.869103
H: -6.764448 -5.655793 1.002458
H: -7.961871 -5.197273 2.205370
H: -8.288401 -4.924318 0.494644
H: -6.145185 -3.498082 2.160024
H: -7.666539 -2.799004 1.664416
H: -5.933905 -1.986592 0.188044
H: -7.050614 -2.979512 -0.713784
H: -4.746640 -3.419507 -1.396057
H: -5.488738 -4.861092 -0.749349
H: -3.207737 -4.696212 0.041222
H: -4.282140 -4.544040 1.409339
H: -2.908575 -2.209739 -0.024618
H: -2.439660 -2.874582 1.543717
H: -3.976767 -2.037699 1.369718

Atoms 1-6, force components in eV/Å:
0.0 -0.2 0.2
-0.7 0.2 0.0
0.8 0.4 -0.3
-0.3 -0.1 0.7
-0.2 0.1 0.1
-0.1 0.1 -0.2

Properties
* F_max: 0.94 eV Å⁻¹
* multiplicity: 1
* charge: +1
* HOMO-LUMO gap: 8.7635 eV
* energy: -49109.686 eV



(5)
# C22H29N8OPPtS2

A molecular structure, C22H29N8OPPtS2 in a non-equilibrium geometry (ωB97M-V/def2-TZVPD, the Open Molecules 2025 dataset).

Geometry (Å):
Pt: 0.114182 -1.151152 0.076321
N: 2.479042 -1.235668 0.543066
N: 2.810604 -1.297976 1.888151
C: 1.888386 -1.416840 2.860131
N: 2.334478 -1.482400 4.112173
S: 0.227751 -1.493467 2.573988
H: 2.703957 -2.098234 0.055173
H: 2.931985 -0.442017 0.105697
H: 3.789054 -1.306003 2.130718
H: 3.313662 -1.476122 4.353780
H: 1.667600 -1.572746 4.858815
N: -5.041653 -0.358935 -1.001468
N: -3.960466 -1.111665 -0.705433
N: -4.073217 -2.313710 -0.189494
C: -2.810572 -2.636445 0.022474
N: -1.994251 -1.647036 -0.360225
N: -2.749167 -0.667553 -0.826485
H: -5.865597 -0.916651 -1.161786
H: -4.850201 0.368035 -1.672909
H: -2.495971 -3.574020 0.443940
C: 3.265843 2.796417 2.788439
C: 3.580548 2.466265 1.476356
C: 2.589206 2.004566 0.625991
C: 1.270686 1.887697 1.076827
C: 0.958496 2.235177 2.389169
C: 1.957776 2.685482 3.238904
P: 0.041535 1.166382 -0.037374
C: 0.499587 1.698779 -1.701873
C: 0.410847 0.778212 -2.747264
C: 0.731286 1.159102 -4.040687
C: 1.145431 2.459098 -4.293141
C: 1.239522 3.378019 -3.255685
C: 0.919701 3.003976 -1.961325
C: -1.556705 1.879838 0.395355
C: -2.212112 1.395767 1.529370
C: -3.433767 1.929598 1.901775
C: -4.013415 2.932590 1.134196
C: -3.370707 3.402111 -0.002016
C: -2.140968 2.879256 -0.376425
H: 4.039377 3.156805 3.453724
H: 4.591789 2.588703 1.110157
H: 2.825171 1.776899 -0.408498
H: -0.062577 2.176895 2.740959
H: 1.709248 2.961727 4.255069
H: 0.081299 -0.232515 -2.530355
H: 0.657072 0.448551 -4.853096
H: 1.397257 2.760142 -5.301285
H: 1.565253 4.390047 -3.455639
H: 1.002163 3.721530 -1.153388
H: -1.764838 0.595350 2.110136
H: -3.932604 1.565280 2.790229
H: -4.969916 3.349679 1.420772
H: -3.824463 4.179975 -0.602019
H: -1.646848 3.241023 -1.267469
C: 0.270380 -5.865687 -0.347935
S: -0.049554 -4.344958 -1.262051
C: 0.890835 -4.713738 -2.757137
O: 0.772082 -3.282457 -0.547577
H: 1.331411 -6.105586 -0.366058
H: -0.319119 -6.663379 -0.800600
H: -0.057394 -5.700152 0.676861
H: 0.310418 -5.398565 -3.374701
H: 1.855777 -5.146281 -2.501213
H: 1.025365 -3.766989 -3.276123

Atoms 1-6, force components in eV/Å:
0.3 -0.1 -0.3
-0.8 0.2 -0.6
0.2 0.0 0.1
-0.7 -0.1 0.2
0.4 0.0 0.0
0.1 -0.1 0.6

Properties
* F_max: 1.19 eV Å⁻¹
* multiplicity: 1
* charge: +2
* HOMO-LUMO gap (spin up / spin down): 6.6087 / 6.7899 eV
* energy: -71443.660 eV



(6)
# C15H28N3O2S

A gas-phase ion, C15H28N3O2S (charge +1) (ωB97M-V/def2-TZVPD, the Open Molecules 2025 dataset).

Geometry (Å):
C: -2.228982 -2.390336 0.541387
H: -1.168026 -2.416556 0.307227
H: -2.765734 -2.724997 -0.341728
H: -2.435402 -3.099272 1.339998
C: -2.698572 -0.991398 0.923028
C: -2.136066 -0.470395 2.243901
N: -0.679359 -0.176351 2.175579
C: 0.155540 -1.274541 2.710293
C: 1.559246 -1.290641 2.118976
H: 1.968214 -0.292544 1.978894
H: 2.224151 -1.852334 2.774770
S: 1.726784 -2.178051 0.518756
C: 1.133505 -0.998933 -0.635533
N: 0.341018 -0.048552 -0.237664
C: -0.108110 0.866718 -1.151663
C: 0.216473 0.823471 -2.474189
C: 1.076750 -0.247096 -2.940357
O: 1.449025 -0.447360 -4.066110
N: 1.503918 -1.131269 -1.910877
H: 2.121081 -1.881641 -2.204109
C: -0.255905 1.804973 -3.523920
C: -1.776516 1.763685 -3.710070
H: -2.048250 2.371244 -4.568925
H: -2.105697 0.744745 -3.899825
H: -2.322632 2.145978 -2.848113
C: 0.248706 3.226973 -3.257181
H: 1.328665 3.226590 -3.130229
H: -0.199411 3.682083 -2.374204
H: 0.009557 3.856932 -4.109639
H: 0.198222 1.465583 -4.460238
O: -0.910822 1.774116 -0.565839
H: -1.193036 2.427031 -1.222842
H: -0.330797 -2.225520 2.488642
H: 0.221742 -1.172803 3.795891
C: -0.346947 1.146459 2.762866
C: -0.643367 1.274920 4.264031
C: 0.624789 1.364024 5.108755
H: 0.364120 1.463213 6.158490
H: 1.208680 2.236001 4.826044
H: 1.251637 0.481905 4.999069
H: -1.230103 2.177184 4.435949
H: -1.250212 0.435373 4.604473
H: -0.907664 1.885383 2.188282
H: 0.711971 1.339545 2.585302
H: -0.376348 -0.088590 1.123676
H: -2.655444 0.454034 2.497057
H: -2.324685 -1.192037 3.041182
H: -3.784847 -1.005250 1.022103
H: -2.455024 -0.286096 0.127575

Atoms 1-6, force components in eV/Å:
-0.1 0.2 -0.1
0.1 -0.1 0.0
0.0 -0.1 -0.1
0.0 -0.1 0.1
0.2 -0.2 0.1
-0.7 0.0 -0.2

Properties
* F_max: 0.84 eV Å⁻¹
* multiplicity: 1
* charge: +1
* HOMO-LUMO gap: 9.3132 eV
* structure (SMILES): CCC[NH+](CCC)CCSc1nc(O)c(C(C)C)c(=O)[nH]1
* energy: -35405.353 eV